--- a ---
The following is a quantum chemistry calculation of a 2-piece molecular cluster, C4H12 overall, from the OMol25 dataset.

Geometry as XYZ:
```
16
C4H12, DFT ωB97M-V with the def2-TZVPD basis set
C -0.3209 1.3237 1.4497
C -0.3081 2.6823 0.8194
H -1.1384 1.1115 2.1320
H -0.3763 0.5462 0.6402
H 0.6488 1.2840 1.9832
H -0.7514 3.3209 1.5151
H -0.8826 2.8373 -0.1438
H 0.6847 3.2410 0.8390
C 0.5448 -2.5590 -0.6413
C 0.0680 -1.4163 -1.6068
H 1.3277 -3.0410 -1.1933
H 0.8031 -2.2685 0.3397
H -0.1537 -3.4402 -0.5366
H -0.9359 -1.2722 -1.2874
H 0.1980 -1.8837 -2.6912
H 0.5922 -0.4660 -1.6179
```

The charge is -1. Its expectation value of S² is 0.75. The calculation puts the HOMO energy (alpha / beta) at 0.056 / -0.276 Eh. As for the spin multiplicity: 2.



--- b ---
The following is a quantum chemistry calculation of a 2-piece molecular cluster, C4H12 overall, from the OMol25 dataset.

Geometry as XYZ:
```
16
C4H12, DFT ωB97M-V with the def2-TZVPD basis set
C 1.2106 1.1859 0.7238
C 1.9643 -0.1495 0.8546
H 0.6567 1.1540 -0.2182
H 0.5887 1.3561 1.6011
H 1.9547 1.9666 0.5369
H 1.3558 -1.0110 0.6108
H 2.4311 -0.1563 1.8500
H 2.8858 -0.1158 0.2647
C -1.9189 0.1682 -0.8131
C -1.2966 -1.2010 -0.7509
H -1.7336 0.7543 -1.7095
H -2.9982 0.0156 -0.6591
H -1.6320 0.7294 0.0833
H -1.8151 -1.9209 -1.3858
H -0.2713 -1.1910 -1.1290
H -1.2173 -1.5508 0.2855
```

The charge is -1. Its expectation value of S² is 0.75. The calculation puts the HOMO energy (alpha / beta) at 0.059 / -0.280 Eh. As for the spin multiplicity: 2.



--- c ---
The following is a quantum chemistry calculation of a 2-piece molecular cluster, C4H12 overall, from the OMol25 dataset.

Geometry as XYZ:
```
16
C4H12, DFT ωB97M-V with the def2-TZVPD basis set
C -2.6355 0.9410 -0.0331
C -2.7343 -0.5507 -0.0784
H -2.4928 1.4099 1.0071
H -1.6791 1.0622 -0.5790
H -3.3812 1.3149 -0.6138
H -3.0009 -1.1641 -0.8591
H -3.6793 -0.7563 0.5746
H -1.9750 -1.1574 0.3889
C 3.0275 -0.5544 -0.5302
C 2.3274 0.2161 0.6076
H 3.5565 -1.4490 -0.2606
H 2.1848 -0.8646 -1.3666
H 3.8184 0.1214 -0.8184
H 1.7938 1.0913 0.2604
H 3.1700 0.5802 1.3379
H 1.7743 -0.5004 1.1333
```

The charge is -1. Its expectation value of S² is 0.75. The calculation puts the HOMO energy (alpha / beta) at 0.055 / -0.262 Eh. As for the spin multiplicity: 2.



b is favored, and the nearest alternative lies 0.0256 hartree above it.



--- a ---
The following is a quantum chemistry calculation of a 2-piece molecular cluster, C4H12 overall, from the OMol25 dataset.

Geometry as XYZ:
```
16
C4H12, DFT ωB97M-V with the def2-TZVPD basis set
C -2.2330 -1.8980 0.2740
C -1.4852 -0.5326 0.1587
H -3.1534 -1.8288 -0.2397
H -1.5201 -2.5354 -0.1065
H -2.4322 -2.0514 1.3355
H -0.4122 -0.7862 0.0986
H -1.6970 -0.0628 1.1769
H -1.7985 -0.0022 -0.7599
C 2.1354 0.7255 -0.6883
C 1.4873 1.7741 0.1590
H 2.6393 0.9951 -1.6476
H 2.9233 0.3165 -0.0407
H 1.5597 -0.1218 -1.0178
H 0.9176 1.2076 0.8066
H 0.8118 2.4688 -0.2923
H 2.2571 2.3315 0.7835
```

The charge is -1. Its expectation value of S² is 0.75. The calculation puts the HOMO energy (alpha / beta) at 0.057 / -0.283 Eh. As for the spin multiplicity: 2.



--- b ---
The following is a quantum chemistry calculation of a 2-piece molecular cluster, C4H12 overall, from the OMol25 dataset.

Geometry as XYZ:
```
16
C4H12, DFT ωB97M-V with the def2-TZVPD basis set
C 1.9141 0.3802 1.7248
C 2.8333 -0.3061 0.6865
H 1.9544 1.4627 1.6633
H 0.9184 -0.0204 1.5513
H 2.2214 0.0831 2.7310
H 3.1768 -1.2746 1.0617
H 3.7370 0.2705 0.4838
H 2.3079 -0.4800 -0.2559
C -2.2836 0.7214 -1.0122
C -2.5092 -0.7443 -1.4103
H -1.2931 1.0798 -1.2936
H -3.0423 1.3789 -1.4558
H -2.3888 0.8282 0.0668
H -3.1848 -1.2693 -0.7373
H -2.8116 -0.8282 -2.4527
H -1.5500 -1.2818 -1.3513
```

The charge is -1. Its expectation value of S² is 0.75. The calculation puts the HOMO energy (alpha / beta) at 0.057 / -0.294 Eh. As for the spin multiplicity: 2.



b is favored, and the nearest alternative lies 0.0302 hartree above it.



--- a ---
The following is a quantum chemistry calculation of a 2-piece molecular cluster, C4H12 overall, from the OMol25 dataset.

Geometry as XYZ:
```
16
C4H12, DFT ωB97M-V with the def2-TZVPD basis set
C 1.7464 -1.9088 -0.7902
C 2.3456 -0.7349 -0.0091
H 1.9658 -2.8676 -0.3160
H 0.6605 -1.8999 -0.6477
H 2.0218 -2.0039 -1.8403
H 3.4314 -0.7502 -0.0035
H 1.8999 0.2086 -0.3517
H 1.9203 -0.8313 0.9958
C -1.9054 1.9498 0.8541
C -2.1345 0.7180 -0.0516
H -1.0283 1.7648 1.4813
H -1.5928 2.7861 0.2182
H -2.8260 2.2432 1.3457
H -2.8286 0.9500 -0.8550
H -2.4861 -0.1348 0.5167
H -1.1902 0.5111 -0.5467
```

The charge is -1. Its expectation value of S² is 0.75. The calculation puts the HOMO energy (alpha / beta) at 0.055 / -0.287 Eh. As for the spin multiplicity: 2.



--- b ---
The following is a quantum chemistry calculation of a 2-piece molecular cluster, C4H12 overall, from the OMol25 dataset.

Geometry as XYZ:
```
16
C4H12, DFT ωB97M-V with the def2-TZVPD basis set
C -0.6123 2.1652 2.1251
C -0.8718 1.1369 1.0340
H -0.7653 1.7106 3.1021
H 0.3981 2.5740 2.0424
H -1.2590 3.0226 1.9313
H -0.7177 1.5645 0.0425
H -1.7592 0.5306 1.2477
H -0.1875 0.2639 1.0083
C 1.3044 -1.1276 -1.6489
C 0.1624 -2.1483 -1.4968
H 1.7819 -1.3908 -2.5952
H 0.8783 -0.1276 -1.6676
H 2.0711 -1.2100 -0.8768
H -0.7199 -1.7517 -1.9986
H 0.4783 -3.1407 -1.8136
H -0.1724 -2.3286 -0.4677
```

The charge is -1. Its expectation value of S² is 0.75. The calculation puts the HOMO energy (alpha / beta) at 0.057 / -0.270 Eh. As for the spin multiplicity: 2.



--- c ---
The following is a quantum chemistry calculation of a 2-piece molecular cluster, C4H12 overall, from the OMol25 dataset.

Geometry as XYZ:
```
16
C4H12, DFT ωB97M-V with the def2-TZVPD basis set
C 1.6338 -1.0326 0.1054
C 1.7548 -1.2696 1.6362
H 0.9661 -0.2002 -0.0895
H 2.6611 -0.9678 -0.2605
H 1.2405 -1.9155 -0.4085
H 1.0871 -0.6719 2.2502
H 1.7750 -2.3518 1.7600
H 2.7316 -0.9029 1.9674
C -1.7503 0.5509 -0.3911
C -1.6732 1.7740 -1.3544
H -1.2812 -0.3449 -0.7904
H -1.1749 0.6929 0.5316
H -2.7695 0.4037 -0.0378
H -1.4115 1.2742 -2.2947
H -0.9115 2.5196 -1.1553
H -2.6726 2.1764 -1.5200
```

The charge is -1. Its expectation value of S² is 0.75. The calculation puts the HOMO energy (alpha / beta) at 0.056 / -0.283 Eh. As for the spin multiplicity: 2.



a is favored, and the nearest alternative lies 0.0079 hartree above it.



--- a ---
The following is a quantum chemistry calculation of one molecule with the formula C5H11O2P, from the OMol25 dataset.

Geometry as XYZ:
```
19
C5H11O2P, DFT ωB97M-V with the def2-TZVPD basis set
C -1.5946 -0.3151 -0.2968
C -1.1321 0.9594 -0.8701
C -0.6278 -1.3840 0.1014
C 1.1578 0.0465 0.3669
C 2.2894 -0.1870 -0.6312
O -0.8809 -2.1036 1.1740
O -0.2884 1.8924 1.4314
P 0.3163 1.6492 -0.0288
H -2.3222 -0.1243 0.6339
H -2.2761 -0.8736 -1.0815
H -0.8165 0.8538 -1.9256
H -1.9532 1.7598 -0.8206
H -0.2148 -1.9536 -0.6732
H 1.5377 -0.0858 1.3642
H 3.2267 0.0384 -0.2411
H 2.0111 0.4198 -1.5196
H 2.2927 -1.2634 -0.9412
H -1.1457 -1.5702 1.9592
H 0.4206 2.2412 1.9990
```

The calculation puts the HOMO energy at -0.268 Eh.



--- b ---
The following is a quantum chemistry calculation of a 2-piece molecular cluster, C5H11O2P overall, from the OMol25 dataset.

Geometry as XYZ:
```
19
C5H11O2P, DFT ωB97M-V with the def2-TZVPD basis set
C -3.0577 -1.8753 0.5023
C -1.9923 -1.1769 -0.3166
O -2.2601 0.2140 -0.1784
P -1.1602 1.4179 0.2389
O -1.9874 2.5496 0.5948
H -3.0832 -1.6640 1.6069
H -4.0562 -1.5565 0.2659
H -3.2378 -3.0243 0.4672
H -2.2156 -1.3721 -1.4050
H -1.0800 -1.3188 0.1331
C 1.9855 -0.3518 -0.5038
C 2.2499 0.8906 -0.1532
C 3.4781 1.7190 -0.1150
H 1.0463 -0.7154 -0.1974
H 2.6348 -1.2621 -0.6613
H 1.4123 1.5012 0.2476
H 3.6700 2.3429 0.8222
H 4.3824 1.1360 -0.4971
H 3.2711 2.5461 -0.8511
```

As for the structure (SMILES): CCOP=O.C=CC. The calculation puts the HOMO energy at -0.363 Eh.



b is favored, and the nearest alternative lies 0.0435 hartree above it.



--- a ---
The following is a quantum chemistry calculation of a 3-piece molecular cluster, C4H13NO3 overall, from the OMol25 dataset.

Geometry as XYZ:
```
21
C4H13NO3, DFT ωB97M-V with the def2-TZVPD basis set
C 1.5318 0.6032 -2.4298
N 0.4719 0.6980 -1.5379
C 0.6327 1.1815 -0.0595
C -0.7275 0.7678 0.6823
C -1.7902 1.8834 0.8583
O 2.7474 0.7054 -2.2161
H 1.2330 0.3418 -3.4358
H -0.3445 1.1765 -1.7270
H 1.4890 0.6916 0.3169
H 0.7473 2.2438 -0.0113
H -1.1894 -0.1534 0.0325
H -0.3165 0.3659 1.6833
H -2.7398 1.4176 1.3247
H -1.9792 2.3819 -0.1875
H -1.6085 2.6612 1.5452
H -0.1180 -2.6653 2.6304
H 0.7751 -2.1958 1.7803
O -0.2137 -2.4585 1.7431
H 1.0208 -2.6896 -0.4900
H 0.1017 -3.6775 0.1882
O 0.2766 -3.2796 -0.6904
```

The charge is +1. Its expectation value of S² is 0.78. The calculation puts the HOMO energy (alpha / beta) at -0.514 / -0.514 Eh. As for the spin multiplicity: 2.



--- b ---
The following is a quantum chemistry calculation of a 4-piece molecular cluster, C4H13NO3 overall, from the OMol25 dataset.

Geometry as XYZ:
```
21
C4H13NO3, DFT ωB97M-V with the def2-TZVPD basis set
O -1.2716 0.7645 -1.7495
C -2.2433 0.9482 -0.7735
C -2.1522 0.1902 0.3257
C -0.7588 -0.0836 0.8162
C -0.1136 -1.3461 0.2761
N 0.9525 -1.7982 1.0519
H -0.5898 3.3192 -1.7525
H -0.6416 3.0033 -2.4186
H -2.9810 -0.2640 0.8765
H -0.7447 -0.1234 1.9077
H -0.0856 0.7135 0.4545
H -0.8910 -2.1435 0.3138
H 0.1970 -1.3147 -0.7955
H 1.6002 -2.3981 0.5374
H 1.5885 -0.9791 1.4272
H -1.6237 0.5363 -2.6189
H 2.1198 1.0588 -1.3654
O 1.6315 0.3768 -0.8779
H 2.1639 0.3498 0.0511
H 2.5926 0.8253 2.1249
O 2.5464 0.2439 1.3551
```

The charge is +1. Its expectation value of S² is 1.38. The calculation puts the HOMO energy (alpha / beta) at -0.504 / -0.483 Eh. As for the spin multiplicity: 2.



a is favored, and the nearest alternative lies 0.1881 hartree above it.